(1)
# C4H3N

C4H3N as an isolated structure in a non-equilibrium geometry (wB97M-V/def2-TZVPD, OMol25).

E_HOMO (alpha / beta): -7.76 / -8.14 eV
Frontier orbital gap (alpha / beta): 7.16 / 7.87 eV

Each line ends with the Mulliken charge.
CARTESIAN COORDINATES (ANGSTROEM)
C1 1.9510 -0.1356 -0.0956  -0.2771
C2 -0.5097 0.8065 -0.3429  -0.2746
C3 0.7065 -0.1783 -0.2076  0.2349
C4 -0.4576 -1.0951 0.1401  -0.3898
N1 -1.4225 -0.2360 -0.1929  -0.0661
H1 2.8929 -0.6462 -0.0185  0.3208
H2 -0.7327 1.5436 0.5316  0.1322
H3 -2.4278 -0.0589 0.1858  0.3197

***

(2)
# C4H9NO2S

An isolated molecule of C4H9NO2S in a non-equilibrium geometry (wB97M-V/def2-TZVPD, OMol25).

SMILES string: NCC[C@@H](S)C(=O)O
E_HOMO: -9.37 eV
Frontier orbital gap: 9.71 eV

Each line ends with the Mulliken charge.
CARTESIAN COORDINATES (ANGSTROEM)
N1 -0.3630 -1.4860 -1.3049  -0.6047
C1 0.9451 -1.0488 -0.8120  -0.6559
C2 1.0657 -0.5048 0.5643  -0.5709
C3 0.1954 0.7753 0.8126  0.0496
S1 0.6313 2.0278 -0.3795  -0.2598
C4 -1.3412 0.3818 0.8675  0.3259
O1 -1.7064 -0.3398 1.7458  -0.5168
O2 -2.1552 0.7686 -0.1403  -0.4874
H1 -0.9307 -0.6682 -1.6326  0.3162
H2 -1.0043 -2.0202 -0.6530  0.2681
H3 1.6087 -1.9271 -1.0247  0.3052
H4 1.3771 -0.2487 -1.5100  0.3237
H5 0.5622 -1.2120 1.2910  0.2769
H6 2.1665 -0.3218 0.7557  0.2977
H7 0.4460 1.1480 1.7712  0.3711
H8 0.2121 3.0986 0.2602  0.1849
H9 -1.7093 1.5772 -0.6113  0.3762

***

Taking the records one at a time from the top gives E_tot values of -208.67016; -761.22505 Eh.
Taking the records one at a time from the top gives ΔE to the lowest compared entry with this formula, charge and spin values of 6.3034; 1.0442 eV.